{"formula": "C17H17BCaN8O6", "method": "ωB97M-V with the def2-TZVPD basis set", "elements": ["H", "N", "B", "N", "C", "Ca", "H", "C", "H", "C", "H", "C", "H", "H", "H", "N", "N", "N", "N", "C", "C", "H", "H", "C", "C", "C", "C", "H", "H", "H", "H", "H", "O", "C", "O", "C", "C", "C", "C", "C", "C", "N", "O", "O", "N", "O", "O", "H", "H", "H"], "coordinates": [[-0.220, 3.044, 0.033], [0.134, 1.790, -1.623], [0.726, 0.818, -3.885], [0.650, 2.009, -2.885], [0.962, 3.310, -3.035], [-0.850, -0.410, -0.904], [1.374, 3.662, -3.969], [0.648, 3.966, -1.842], [0.765, 5.009, -1.623], [0.138, 2.968, -0.986], [1.133, 1.176, -4.948], [-1.730, -2.187, -0.454], [-2.198, -2.600, 0.440], [-0.664, -2.481, -0.416], [-2.207, -2.594, -1.351], [-0.694, 0.207, -3.965], [1.639, -0.278, -3.264], [-1.368, -0.272, -2.816], [1.293, -0.848, -2.051], [-1.468, 0.041, -5.046], [2.773, -0.833, -3.730], [-1.098, 0.364, -6.006], [3.179, -0.511, -4.678], [-2.669, -0.555, -4.657], [3.200, -1.785, -2.802], [-2.572, -0.736, -3.273], [2.251, -1.745, -1.760], [-3.494, -0.823, -5.290], [4.066, -2.412, -2.869], [-3.281, -1.184, -2.589], [2.226, -2.299, -0.831], [-2.261, -0.692, -0.208], [-1.041, 0.824, 1.220], [-0.165, 0.032, 1.712], [0.583, -0.740, 1.031], [-0.055, -0.044, 3.226], [0.748, -1.022, 3.832], [0.784, -1.143, 5.240], [0.054, -0.269, 6.057], [-0.728, 0.720, 5.446], [-0.793, 0.828, 4.038], [-1.476, 1.633, 6.269], [-1.400, 1.511, 7.511], [-2.169, 2.510, 5.714], [1.548, -2.202, 5.845], [2.176, -2.984, 5.102], [1.548, -2.299, 7.092], [1.335, -1.703, 3.221], [0.088, -0.360, 7.139], [-1.423, 1.590, 3.587]], "forces_ev_per_a": [[0.039, -0.078, -0.178], [0.191, 0.580, -0.412], [0.247, 0.070, 1.229], [-0.521, -0.118, 1.010], [-0.343, -0.065, 0.821], [11.060, 7.870, 0.460], [-0.019, 0.064, 0.126], [0.088, -0.384, -0.341], [0.066, 0.171, -0.001], [0.366, -0.238, -1.192], [-0.075, -0.055, -0.147], [-5.195, -2.257, 3.008], [0.021, -0.440, -0.310], [-0.271, 0.948, 0.117], [-0.004, 0.411, 0.211], [-1.689, -0.809, 1.049], [-0.278, -0.713, 0.899], [-1.760, 0.408, -7.154], [0.819, -0.227, -0.626], [-0.050, -0.180, 0.976], [-0.260, -0.362, 0.824], [-0.129, -0.066, -0.035], [0.049, -0.074, 0.128], [0.029, 0.001, 0.164], [-0.270, 0.354, -0.101], [1.474, 0.764, -0.692], [-0.191, 0.791, -1.157], [-0.041, 0.000, -0.048], [0.166, -0.052, -0.011], [0.002, 0.154, -0.155], [-0.048, 0.091, -0.108], [-3.063, -6.145, 1.794], [0.608, -1.083, 0.221], [0.081, -0.126, -0.606], [-1.071, 0.649, 0.675], [0.072, 0.016, 0.863], [-0.079, -0.004, 0.557], [-1.094, 1.360, -1.158], [-0.017, 0.006, -0.205], [1.011, -1.140, -1.445], [0.054, -0.093, 0.580], [-1.574, 1.906, 1.826], [-0.011, 0.061, -2.345], [1.352, -1.712, 0.793], [1.657, -2.176, 1.350], [-1.233, 1.549, 1.171], [-0.136, 0.364, -2.324], [-0.154, 0.156, 0.094], [-0.011, 0.015, -0.254], [0.134, -0.163, 0.059]], "homo_ev": -8.903}

{"formula": "C17H17BeClINO", "method": "ωB97M-V with the def2-TZVPD basis set", "elements": ["C", "C", "C", "H", "C", "H", "H", "H", "C", "H", "H", "C", "H", "H", "C", "H", "H", "C", "H", "H", "Be", "H", "Cl", "C", "C", "C", "I", "C", "O", "C", "N", "C", "C", "C", "C", "H", "H", "H", "H"], "coordinates": [[-1.861, -0.400, -2.113], [-3.032, -1.653, 0.374], [-1.189, -1.570, -2.266], [-1.430, 0.538, -2.457], [-1.990, -2.487, 0.486], [-3.432, -1.181, 1.280], [-0.183, -1.564, -2.676], [-1.552, -2.656, 1.474], [-1.705, -2.950, -2.026], [-1.110, -3.622, -2.665], [-2.747, -3.086, -2.338], [-3.313, -0.284, -1.746], [-3.936, -0.230, -2.655], [-3.452, 0.678, -1.229], [-3.882, -1.387, -0.838], [-4.121, -2.287, -1.418], [-4.848, -1.018, -0.463], [-1.505, -3.429, -0.573], [-2.002, -4.408, -0.470], [-0.433, -3.612, -0.414], [0.491, 0.318, 0.017], [0.036, -0.070, -1.230], [5.121, 3.501, 3.209], [3.983, 2.366, 2.634], [3.840, 1.154, 3.300], [2.912, 0.191, 2.868], [2.699, -1.606, 3.896], [2.087, 0.440, 1.741], [1.081, -0.309, 1.291], [2.267, 1.670, 1.052], [1.374, 1.827, 0.017], [1.480, 2.968, -0.684], [2.367, 4.001, -0.336], [3.235, 3.880, 0.735], [3.201, 2.676, 1.464], [4.452, 0.930, 4.176], [0.813, 3.074, -1.539], [2.364, 4.912, -0.917], [3.916, 4.684, 1.039]], "forces_ev_per_a": [[-0.347, -1.983, -1.542], [-0.002, -0.533, 0.563], [-1.255, 1.334, -0.750], [0.193, -0.318, 0.289], [-0.933, -0.206, 0.314], [0.556, 0.043, -0.195], [0.030, 0.321, 0.336], [-0.060, 0.311, -0.225], [0.087, -0.634, -0.182], [-0.261, 0.089, 0.146], [0.376, 0.079, 0.056], [-0.139, 0.161, 0.242], [0.203, 0.081, 0.147], [-0.013, -0.119, -0.096], [-0.509, 0.201, -0.013], [0.161, 0.247, 0.307], [0.153, -0.129, -0.176], [0.338, 0.060, -0.362], [0.112, 0.208, 0.157], [-0.157, 0.013, -0.006], [0.432, -0.096, -1.298], [0.973, 0.680, 1.511], [0.467, 0.510, 0.199], [-0.735, -1.049, -0.363], [0.142, 0.686, -0.459], [-1.137, 0.047, -1.414], [-0.013, 0.156, -0.081], [0.083, -0.338, 1.200], [0.748, 0.146, 0.429], [0.163, 0.814, 0.248], [1.359, 1.565, 0.265], [-0.462, -0.937, 0.466], [0.375, 0.058, 0.170], [-0.391, -0.238, -0.169], [-0.085, -0.995, 0.662], [-0.161, 0.211, -0.304], [0.100, -0.048, 0.238], [-0.055, -0.055, -0.080], [-0.335, -0.347, -0.231]], "homo_ev": -7.542}

| no. | E (eV) |
| --- | --- |
| 1 | -61219.3949 |
| 2 | -42466.7205 |